No. 1
Computed, not measured: a single C5H2N4O5 molecule at a distorted geometry, with ωB97M-V/def2-TZVPD.

Bonds (Å) are listed after each position.
Element x y z (Å)
1 C -1.311 0.291 -1.631  C2 1.340, C3 1.421, H15 1.184
2 C -2.417 1.018 -1.425  C1 1.340, O13 1.384, H16 1.093
3 C -0.647 0.285 -0.374  C1 1.421, C4 1.386, N6 1.321
4 C 0.517 -0.405 -0.072  C3 1.386, C5 1.645, N8 1.322
5 C 1.372 -0.488 1.331  C4 1.645, N7 1.266, N9 1.413
6 N -1.316 1.070 0.451  C3 1.321, O13 1.331
7 N 2.470 -1.041 1.028  C5 1.266, O14 1.303
8 N 1.387 -0.904 -0.934  C4 1.322, O10 1.199, O14 1.452
9 N 0.902 -0.133 2.616  C5 1.413, O11 1.207, O12 1.179
10 O 1.381 -1.020 -2.127  N8 1.199
11 O 0.091 -0.919 3.044  N9 1.207
12 O 1.204 0.929 3.027  N9 1.179
13 O -2.358 1.610 -0.175  C2 1.384, N6 1.331
14 O 2.566 -1.374 -0.228  N7 1.303, N8 1.452
15 H -0.663 -0.313 -2.417  C1 1.184
16 H -3.179 1.394 -2.113  C2 1.093

Here are the natural (NBO) charges for atoms 1 to 8, given in e: number 1, C, carries -0.340; number 2, C, carries 0.109; number 3, C, carries 0.034; number 4, C, carries 0.058; number 5, C, carries 0.264; number 6, N, carries -0.078; number 7, N, carries -0.059; number 8, N, carries 0.377

***

No. 2
Computed, not measured: a 2-piece molecular cluster, C5H2O overall at a distorted geometry, with ωB97M-V/def2-TZVPD.

Bonds (Å) are listed after each position.
Element x y z (Å)
1 C 2.060 -0.592 -0.647  C3 1.207, H7 1.052
2 C -1.745 1.682 -0.030  C4 1.197, H8 1.056
3 C 1.073 -0.835 0.005  C1 1.207, C5 1.376
4 C -1.371 0.550 0.079  C2 1.197
5 C -0.108 -1.108 0.655  C3 1.376, O6 1.169
6 O -0.631 -1.904 1.334  C5 1.169
7 H 2.938 -0.404 -1.195  C1 1.052
8 H -2.217 2.611 -0.200  C2 1.056

The calculation puts the energy relative to the best compared isomer or geometry (same formula, charge and spin) at 62.3 kcal/mol.

Charges per atom according to natural (NBO) partitioning, unit e: number 1, C, carries 0.009; number 2, C, carries -0.374; number 3, C, carries -0.208; number 4, C, carries -0.215; number 5, C, carries 0.707; number 6, O, carries -0.391; number 7, H, carries 0.246; number 8, H, carries 0.225

***

| no. | HOMO (eV) |
| --- | --- |
| 1 | -9.9 |
| 2 | -9.8 |